[1]
The molecule C22H32N4O4S in a non-equilibrium geometry, computed with wB97M-V/def2-TZVPD.

The geometry in XYZ format:
```
63
Properties=species:S:1:pos:R:3:forces:R:3
C 2.894411 0.321170 2.742417 -0.13 -0.21 0.24
C 2.253951 -0.333125 3.963551 0.27 0.52 0.14
N 1.115900 -1.150582 3.608023 -0.91 0.19 0.66
C 1.322515 -2.453287 3.019170 -0.03 -0.54 -0.09
C 1.865410 -3.497336 3.991964 -0.09 0.19 -0.12
S -0.317627 -0.968720 4.421199 0.04 0.11 -0.41
O -0.258173 0.241237 5.185915 0.14 0.17 -0.16
O -0.711171 -2.177382 5.092675 -0.03 -0.06 -0.30
C -1.448314 -0.728156 3.046976 0.39 -0.09 0.37
C -2.626600 -1.461885 2.974197 -0.13 -0.06 -0.03
C -3.482572 -1.277243 1.912188 0.03 0.05 0.02
C -3.157590 -0.360600 0.904649 0.52 0.05 0.46
N -3.974253 -0.187205 -0.180273 -0.31 -0.10 -0.18
C -3.624044 0.627986 -1.195559 0.17 0.20 -0.11
C -2.488150 1.375582 -1.204967 0.03 -0.05 -0.04
C -2.218609 2.142247 -2.466440 0.06 0.12 0.37
O -2.976467 2.050803 -3.421915 -0.24 -0.13 -0.33
N -1.123439 2.909882 -2.438139 0.04 0.28 0.17
C -0.618260 3.574160 -3.610095 0.11 0.14 -0.30
C 0.747855 3.026594 -4.028300 -0.31 -0.22 -0.02
C 0.707971 1.521442 -4.307622 0.14 0.22 -0.01
N 0.664003 0.732442 -3.087305 0.10 -0.19 -0.08
C 1.973528 0.583327 -2.480280 0.02 0.12 0.28
C 1.845753 -0.060019 -1.103915 0.18 -0.15 -0.17
C 1.210468 -1.438764 -1.236609 -0.15 0.17 0.08
C -0.121803 -1.299738 -1.964199 0.19 -0.13 -0.19
C 0.059261 -0.570166 -3.293185 -0.25 -0.10 0.14
C -1.584668 1.346567 -0.066244 -0.27 -0.05 -0.01
O -0.565405 2.023008 0.047263 0.08 0.02 0.12
C -1.970297 0.387498 0.985986 -0.13 -0.16 0.19
C -1.126012 0.189600 2.080595 -0.11 0.03 -0.10
H 2.162365 0.902759 2.189367 -0.08 0.09 -0.09
H 3.692978 0.983596 3.065279 0.12 0.06 -0.02
H 3.315725 -0.426916 2.075361 0.08 -0.03 -0.13
H 1.865100 0.432376 4.636231 0.27 -0.03 0.01
H 3.002977 -0.921149 4.507541 -0.12 0.04 0.03
H 0.345500 -2.775517 2.648501 0.14 -0.13 -0.21
H 1.994308 -2.340789 2.162883 -0.15 0.03 -0.01
H 1.187555 -3.586282 4.836145 0.03 -0.09 0.06
H 1.943173 -4.459787 3.492930 0.06 -0.11 -0.03
H 2.850591 -3.215590 4.354852 0.12 -0.03 0.04
H -2.838568 -2.171429 3.758158 -0.11 -0.12 0.04
H -4.401379 -1.840883 1.841051 -0.08 -0.08 0.02
H -4.835601 -0.713543 -0.227387 0.17 0.12 -0.06
H -4.285007 0.675625 -2.050388 -0.02 -0.02 -0.02
H -0.515550 2.829974 -1.627857 -0.23 -0.11 -0.01
H -1.352172 3.419648 -4.405529 0.11 0.11 0.07
H -0.534625 4.649051 -3.410521 -0.07 -0.08 -0.09
H 1.066483 3.547464 -4.932788 0.07 0.07 0.03
H 1.473123 3.239990 -3.242402 0.14 0.06 -0.03
H 1.577748 1.241112 -4.929347 -0.09 -0.06 0.00
H -0.194407 1.306031 -4.884812 0.02 -0.04 -0.04
H 2.430228 1.569263 -2.377970 0.05 -0.02 -0.05
H 2.638373 -0.032997 -3.117945 -0.01 0.06 -0.02
H 1.217047 0.576274 -0.481144 0.04 0.06 0.07
H 2.832435 -0.132898 -0.642780 0.04 0.03 0.04
H 1.054991 -1.885810 -0.251905 0.05 -0.08 0.01
H 1.873371 -2.094560 -1.807793 0.03 -0.07 0.02
H -0.808839 -0.727526 -1.340580 -0.07 -0.04 -0.02
H -0.563553 -2.281281 -2.149774 -0.06 0.00 0.01
H -0.918673 -0.423178 -3.759811 0.06 -0.02 -0.07
H 0.673059 -1.196230 -3.969797 -0.04 0.02 -0.03
H -0.216329 0.763866 2.150512 0.11 0.10 -0.11
```
Positions in Å, forces in eV/Å.

Computed properties:
E_HOMO	-8.23	eV
structure (SMILES)	CCN(CC)S(=O)(=O)c1ccc2[nH]cc(C(=O)NCCCN3CCCCC3)c(=O)c2c1
calculated total energy	-48320.265	eV
energy relative to the best compared isomer or geometry (same formula, charge and spin)	81.8	kJ/mol
frontier orbital gap	8.06	eV



[2]
A cluster of 2 separate species, C4H9O2 in total in a non-equilibrium geometry, computed with wB97M-V/def2-TZVPD.

The geometry in XYZ format:
```
15
Properties=species:S:1:pos:R:3:forces:R:3
C -1.028549 0.820619 1.542719 -4.35 -2.27 2.19
C -1.663287 2.112896 1.138388 2.06 2.16 -3.58
O -0.864550 3.098660 1.155857 -0.04 0.12 1.38
O -2.692985 2.120211 0.439084 -1.47 -0.83 0.83
H -1.636058 0.579545 2.601181 2.11 0.01 -2.42
H 0.012126 0.861085 1.578852 1.57 0.22 0.72
H -1.333717 0.037827 0.792672 0.12 0.56 0.87
C 0.714203 -1.766133 -1.409296 2.31 -2.30 -2.20
C 1.547709 -0.652951 -0.868873 1.41 1.93 2.20
H 1.390966 -2.447006 -2.168704 -1.74 2.15 0.87
H 0.390824 -2.624845 -0.898789 -0.27 -0.64 2.26
H -0.207252 -1.399306 -1.792760 -0.44 0.41 -1.16
H 0.979767 0.215794 -0.495552 -0.45 -0.40 -0.54
H 2.157169 -0.240609 -1.681765 0.03 -0.11 0.23
H 2.233641 -0.715782 0.066986 -0.85 -1.02 -1.67
```
Positions in Å, forces in eV/Å.

Computed properties:
E_HOMO	-3.41	eV
calculated total energy	-8388.609	eV
net charge	-1
energy relative to the best compared isomer or geometry (same formula, charge and spin)	181.7	kJ/mol
frontier orbital gap	6.94	eV



> What is the energy relative to the best compared isomer or geometry (same formula, charge and spin) in the first record?

81.8 kJ/mol



> Among the records above, which one has the highest calculated total energy?

C4H9O2



> Which of these has the lowest calculated total energy?

C22H32N4O4S